[1]
C34H9Br4F15GeMnN4O4S2 | the ωB97M-V functional and the def2-TZVPD basis

Properties
Spin multiplicity ... 2
Total charge ... -2
Relative energy (zero: lowest compared OMol25 entry of this formula, charge and spin) ... 0.81 kcal/mol
E_HOMO (alpha / beta) ... -2.00 / -1.94 eV
Electronic energy ... -479995.8620 eV
<S²> ... 0.80
Orbital gap (alpha / beta) ... 5.88 / 5.82 eV

Last column: Löwdin charge in e.
CARTESIAN COORDINATES (ANGSTROEM)
Br  -2.2787  -5.2373  3.7663  0.628
Br  -0.9267  -3.2126  6.0252  0.628
Br  0.2259  -0.2232  5.0356  0.699
Br  -2.4311  -4.2304  0.5786  0.739
Ge  -1.6439  3.8240  -0.0519  0.658
Mn  -0.4858  0.3804  0.1161  0.417
S  -1.4824  0.1523  -3.2682  0.608
S  0.1531  2.7280  0.2064  0.338
F  -6.6534  0.6382  -1.5753  0.120
F  -0.0482  5.3843  -4.8408  0.117
F  -6.3812  3.1992  -2.4246  0.103
F  -0.8426  7.9590  -4.5263  0.108
F  -0.4829  3.5980  -2.8940  0.093
F  -2.5068  6.9679  -0.2751  0.089
F  -4.0271  3.6821  2.2022  0.099
F  -2.5388  7.0174  5.1166  0.110
F  -4.2544  4.6445  -1.7112  0.086
F  -2.0733  8.7306  -2.2314  0.099
F  -2.5979  0.9445  0.7268  0.058
F  -0.4605  7.5738  3.4581  0.106
F  -4.7430  -0.4729  0.0123  0.141
F  -0.1675  6.2013  1.1659  0.089
F  -4.3158  5.0720  4.4608  0.107
O  -0.1668  0.1342  2.0601  -0.198
O  -1.1730  -1.4871  0.2602  -0.180
O  -0.9981  0.8885  -4.4087  -0.317
O  -2.8071  0.4718  -2.7885  -0.292
N  -0.5118  0.2406  -1.9946  -0.133
N  1.4658  -0.5906  -3.0800  0.151
N  1.2521  -0.1299  -0.7455  0.033
N  -1.4896  -5.5842  -4.8748  0.070
C  -1.6565  -3.1319  1.9177  -0.632
C  2.7156  -0.9664  -2.8288  -0.147
C  -1.0377  -2.6955  4.2027  -0.777
C  -3.3014  2.8318  -0.5067  -0.116
C  -2.0629  4.8689  1.5992  -0.118
C  -1.4763  -1.5576  -3.7375  -0.282
C  -1.3231  6.5992  3.1395  -0.141
C  0.7702  -0.1690  -2.0213  -0.447
C  -0.5457  -1.4400  3.8035  -0.649
C  -5.5753  1.3429  -1.2207  -0.133
C  -0.8678  4.8482  -2.6800  -0.229
C  -4.3092  3.3649  -1.2903  -0.206
C  -1.5132  -4.2268  -4.4974  -0.332
C  -2.3830  6.3218  3.9839  -0.138
C  -3.2845  5.3328  3.6465  -0.142
C  -0.6452  5.7564  -3.7051  -0.137
C  2.4923  -0.5058  -0.5258  -0.093
C  -4.6091  0.7798  -0.4121  -0.151
C  -5.4284  2.6448  -1.6601  -0.137
C  -1.6357  -3.8726  -3.1556  -0.035
C  -1.6240  -2.5435  -2.7698  -0.040
C  -1.8774  6.5244  -1.3797  -0.228
C  -1.6728  7.4573  -2.3791  -0.144
C  -1.0496  7.0673  -3.5489  -0.139
C  -1.1657  -1.9031  1.4934  -0.405
C  -1.1855  5.8715  1.9737  -0.245
C  -1.3576  -3.2279  -5.4548  -0.049
C  -3.1111  4.6266  2.4659  -0.204
C  -0.5998  -1.0117  2.4787  -0.423
C  -1.5965  -3.5395  3.2640  -0.778
C  -3.5033  1.5360  -0.0779  -0.226
C  3.2987  -0.9400  -1.5728  -0.076
C  -1.4781  5.2055  -1.4861  -0.122
C  -1.3334  -1.8958  -5.0725  -0.064
H  2.8326  -0.4659  0.5029  0.124
H  -1.9382  -6.1858  -4.2006  0.075
H  -1.8610  -5.7465  -5.7983  0.072
H  -1.1879  -1.1076  -5.7989  0.106
H  -1.2368  -3.4983  -6.4987  0.100
H  -1.7341  -4.6439  -2.4000  0.077
H  4.3188  -1.2554  -1.4112  0.083
H  3.2830  -1.3141  -3.6879  0.098
H  -1.7056  -2.2799  -1.7185  0.077

[2]
C35H100O15 | the ωB97M-V functional and the def2-TZVPD basis

Properties
Relative energy (zero: lowest compared OMol25 entry of this formula, charge and spin) ... 149.25 kcal/mol
E_HOMO ... -9.88 eV
Electronic energy ... -68621.5952 eV
Orbital gap ... 10.00 eV

Last column: Löwdin charge in e.
CARTESIAN COORDINATES (ANGSTROEM)
O  0.9484  0.2134  -8.7537  -0.087
O  -2.0180  -0.3090  7.1054  -0.082
O  -6.2858  0.0871  1.9986  -0.087
O  -5.0141  -2.5693  -7.0046  -0.050
O  1.6529  5.2966  -0.7319  -0.076
O  -1.6240  -5.2580  -0.2612  -0.069
O  2.5972  -4.3354  6.5658  -0.067
O  -2.4786  5.8390  -0.4243  -0.070
O  6.4156  4.8386  3.9378  -0.068
O  0.6540  7.8917  4.1223  -0.099
O  3.8054  -0.4315  -2.7118  -0.094
O  4.7503  -4.2594  -2.5447  -0.095
O  0.5203  -1.5186  -0.4882  -0.050
O  -5.5844  4.4047  1.6638  -0.055
O  2.0815  -7.0411  -0.0772  -0.081
C  6.6635  -4.0697  -3.9727  -0.081
C  5.8148  3.8512  3.1482  -0.340
C  -0.0979  -0.5770  0.3021  -0.513
C  3.7675  -4.9231  4.6721  -0.067
C  -2.4346  0.6681  4.9001  -0.078
C  -3.3865  -3.9407  -7.9341  -0.057
C  3.8696  -2.6044  5.5554  -0.073
C  -2.9713  -5.2025  -0.6151  -0.341
C  -3.3521  -3.3905  -5.4978  -0.078
C  -2.8772  6.0673  -1.7409  -0.356
C  0.9967  0.1691  1.1584  -0.026
C  -5.1262  5.1323  3.9943  -0.051
C  3.8723  -4.0797  5.9515  -0.471
C  4.8900  1.4021  -1.6507  -0.076
C  1.7474  0.9642  -7.8085  -0.316
C  5.5996  -5.0249  -3.4164  -0.315
C  -6.4006  -0.3847  -0.2760  -0.088
C  2.1609  6.4762  -1.1650  -0.351
C  -7.4306  5.3641  2.8102  -0.037
C  0.5635  5.4834  4.5108  -0.077
C  1.1481  -8.9698  1.0494  -0.050
C  2.0208  -8.4573  -0.1326  -0.455
C  -5.8572  5.3126  2.6763  -0.508
C  -3.6224  -2.8546  -6.8905  -0.506
C  -1.7316  0.8299  6.2964  -0.307
C  2.3004  6.4090  -2.7233  -0.065
C  0.2125  6.9061  5.0483  -0.288
C  0.8701  1.5805  -6.7727  -0.109
C  -5.8248  -0.8277  1.0488  -0.339
C  -4.1839  6.8233  -1.9528  -0.077
C  -3.7252  -6.1973  0.2663  -0.095
C  4.9246  0.4467  -2.9024  -0.288
C  1.4917  -8.7504  -1.5909  -0.050
C  -0.7257  0.3556  -0.6696  -0.084
C  5.7545  2.5127  3.8546  -0.110
H  0.2313  -8.3876  1.1417  0.077
H  3.8600  -5.9751  4.9417  0.076
H  2.5702  -3.8096  7.3686  0.082
H  -4.2204  7.8303  -1.5372  0.071
H  -3.7936  -3.6274  -8.8955  0.080
H  4.7610  4.0420  2.9451  0.113
H  3.9213  1.9016  -1.6329  0.060
H  1.3339  6.4557  -3.2250  0.056
H  1.5212  0.7964  0.4377  0.068
H  3.0145  -8.8948  -0.0362  0.128
H  3.7312  -1.9182  6.3909  0.071
H  2.8663  -4.7880  4.0741  0.083
H  0.4201  -8.5704  -1.6767  0.073
H  -1.9043  1.7969  6.7687  0.106
H  -0.2973  4.8206  4.5995  0.053
H  6.2209  -3.2228  -4.4970  0.067
H  -6.1135  -1.8431  1.3204  0.113
H  -2.9393  -2.0053  -6.9031  0.132
H  0.4729  7.1736  6.0723  0.107
H  -2.0649  -0.2316  4.4082  0.066
H  1.4366  -1.2769  -0.6415  0.085
H  -7.7576  6.0839  3.5605  0.071
H  -2.3788  1.4543  4.1473  0.059
H  2.4222  1.6267  -8.3507  0.115
H  5.2133  1.7083  3.3563  0.065
H  6.4244  3.6725  2.2625  0.107
H  -4.7971  4.6762  1.1863  0.077
H  -2.0561  6.5396  -2.2801  0.104
H  -3.3872  -7.2320  0.2092  0.072
H  -7.9494  5.5697  1.8739  0.072
H  -0.6514  0.8245  6.1500  0.092
H  1.0765  -10.0575  1.0489  0.073
H  -7.4503  -0.6742  -0.3264  0.077
H  -7.7845  4.4004  3.1766  0.073
H  -5.8823  0.9509  1.8856  0.078
H  1.3703  4.9926  5.0552  0.060
H  4.7403  -4.3486  6.5535  0.132
H  3.0319  6.6241  -0.5265  0.114
H  1.7730  -9.7945  -1.7283  0.068
H  4.9750  -5.5691  -4.1248  0.106
H  -5.1361  -1.6174  -6.9770  0.088
H  5.0270  0.9679  -3.8543  0.100
H  4.9569  0.7477  -0.7817  0.066
H  -5.9926  -0.9541  -1.1111  0.065
H  -1.1762  -4.4764  -0.5930  0.080
H  -3.6961  -2.6434  -4.7825  0.077
H  7.2948  4.5843  4.2275  0.084
H  0.7108  5.4664  -0.8038  0.078
H  -3.4843  0.6661  5.1939  0.072
H  -1.3782  -0.1127  -1.4065  0.078
H  -5.5075  6.2223  2.1883  0.124
H  0.0206  0.8088  -1.3221  0.080
H  2.9369  -2.5122  4.9988  0.081
H  -0.8726  6.9925  4.9907  0.099
H  -3.6939  -4.4204  -5.3952  0.081
H  2.6039  5.3859  -2.9453  0.068
H  -2.9919  5.0602  -2.1418  0.114
H  6.1235  -5.7883  -2.8411  0.104
H  -4.7270  -6.0960  -0.1512  0.069
H  -4.4025  6.9966  -3.0065  0.076
H  -5.1731  6.0122  4.6360  0.081
H  0.5796  -0.5237  -8.2615  0.070
H  -3.8163  -5.9308  1.3193  0.072
H  1.9999  -8.1262  -2.3258  0.068
H  1.3931  7.1996  -0.8904  0.103
H  4.5616  -4.6249  3.9875  0.074
H  4.7584  -2.2826  5.0127  0.078
H  2.3737  0.2901  -7.2242  0.102
H  -2.2974  -3.3728  -5.2231  0.074
H  0.2599  2.3595  -7.2298  0.076
H  -6.2025  0.6797  -0.4028  0.076
H  1.6119  7.9495  4.0952  0.079
H  1.2123  -6.6453  -0.1743  0.077
H  -0.8828  -1.0722  0.8738  0.133
H  7.2509  -4.6493  -4.6848  0.073
H  5.1595  2.5586  4.7667  0.077
H  1.4634  2.1060  -6.0243  0.071
H  -3.2033  -5.5166  -1.6328  0.107
H  0.7786  5.3697  3.4483  0.067
H  -2.0379  -1.0443  6.4886  0.071
H  2.7941  7.2420  -3.2239  0.066
H  1.7063  -8.8585  1.9790  0.070
H  0.3113  0.8599  -6.1756  0.077
H  5.8133  -0.1830  -2.8597  0.098
H  7.1590  -3.7094  -3.0711  0.076
H  -4.9309  6.1952  -1.4675  0.072
H  -4.7374  -0.7763  1.1050  0.101
H  6.7414  2.0511  3.8855  0.071
H  4.3536  -4.8886  -1.9378  0.074
H  -2.3217  -4.1726  -7.9094  0.081
H  0.5815  0.8717  1.8809  0.073
H  5.6030  2.2266  -1.6409  0.063
H  1.7128  -0.5673  1.5231  0.076
H  -4.1038  4.7645  3.9072  0.071
H  -5.6522  4.3260  4.5056  0.075
H  -3.9551  -4.8139  -7.6140  0.079
H  -2.2532  6.7262  -0.1352  0.084
H  4.1850  -1.3115  -2.6561  0.063
H  -1.2756  1.1835  -0.2222  0.078
H  -3.4381  -4.2428  -0.3934  0.108

[3]
C35H101N15O18 | the ωB97M-V functional and the def2-TZVPD basis

Properties
Relative energy (zero: lowest compared OMol25 entry of this formula, charge and spin) ... 0.00 kcal/mol
E_HOMO ... -8.60 eV
Electronic energy ... -97135.2530 eV
Orbital gap ... 8.78 eV

Last column: Löwdin charge in e.
CARTESIAN COORDINATES (ANGSTROEM)
O  -0.0060  4.8005  -4.0518  -0.217
O  3.6210  0.2495  -1.6668  -0.218
O  2.4012  -2.5047  -0.5662  -0.044
O  -5.5930  5.1782  -3.2582  -0.218
O  -0.1839  2.4050  -1.6891  -0.016
O  -1.0224  0.1115  -3.0266  -0.055
O  -4.6228  -0.9813  -1.4599  -0.182
O  -9.4559  -0.2981  -2.7407  -0.198
O  10.9832  -1.0708  0.2553  -0.225
O  -1.1884  -2.8150  -0.5470  -0.007
O  4.9943  -1.1659  3.0718  -0.223
O  1.2562  2.9572  1.8699  -0.056
O  3.7247  -4.5931  4.0545  -0.189
O  0.8349  1.1509  6.5724  -0.216
O  -3.5118  3.5503  1.5681  -0.231
O  0.5517  0.4588  2.5559  -0.010
O  -1.9327  -5.8942  0.7710  0.020
O  2.1221  -7.2935  -0.5536  0.021
N  2.3289  2.7316  -3.0531  -0.055
N  -1.2196  -4.1548  2.0327  0.172
N  0.4163  -1.5687  1.5649  0.183
N  -1.7750  -4.7162  -1.7580  0.179
N  -4.9984  4.5296  -0.6345  -0.064
N  -2.2485  -5.7999  2.9876  0.160
N  -6.8825  -2.1486  -3.1379  -0.046
N  -0.5696  3.7571  0.0054  0.211
N  1.4000  -5.2439  -0.1330  0.168
N  -1.4311  -2.8752  -2.7778  0.168
N  3.3750  -5.3712  -0.9328  0.160
N  3.3052  -1.6087  5.2888  -0.019
N  7.8998  -0.6061  2.2990  -0.058
N  -0.0292  0.1815  0.3721  0.232
N  -1.9397  3.7598  -1.7588  0.206
C  -9.4113  -0.7803  -1.4411  -0.108
C  -5.4944  4.6463  0.6961  -0.202
C  3.9434  -0.8203  2.1295  -0.055
C  9.8158  -1.4550  0.9792  -0.229
C  2.2345  4.0806  -3.5972  -0.224
C  0.3192  -0.2469  1.5662  -0.669
C  2.2906  -6.0790  -0.5978  -0.745
C  5.7921  -0.0557  3.5856  -0.158
C  7.0061  0.4696  2.7255  -0.196
C  2.7939  -4.7977  3.0020  -0.126
C  -5.4319  3.8281  -2.9096  -0.234
C  -0.4255  1.0155  5.9182  -0.105
C  -0.8555  3.2549  -1.1683  -0.715
C  -8.9468  -1.0712  -3.7773  -0.234
C  -4.9263  3.4848  1.5766  -0.196
C  -7.4241  -0.9997  -3.8527  -0.218
C  9.0143  -0.2504  1.3789  -0.215
C  -5.7984  3.5403  -1.4492  -0.146
C  1.7732  0.0196  6.5944  -0.150
C  -2.7869  2.5325  2.2414  -0.085
C  -4.5483  -1.0935  -2.8983  -0.219
C  3.2253  2.6419  -1.9029  -0.175
C  -5.4169  -2.2574  -3.3966  -0.179
C  1.2132  4.3466  -4.6432  -0.205
C  -1.3846  -3.4398  -1.5884  -0.656
C  2.5449  -0.3139  5.2800  -0.195
C  2.3600  -2.7496  5.2075  -0.194
C  -1.7177  -5.3512  1.8485  -0.710
C  0.0115  6.1830  -3.8009  -0.118
C  -3.5953  -0.1133  -0.9267  -0.089
C  10.8106  -0.5090  -1.0734  -0.085
C  2.8890  1.2895  -1.1276  -0.219
C  3.1767  -0.3162  -2.9058  -0.079
C  -5.5648  5.5086  -4.6584  -0.069
C  3.1050  -4.1256  5.3059  -0.165
H  0.4847  -5.6350  0.0366  0.093
H  11.8634  -0.5883  -1.3423  0.092
H  1.6179  -2.7239  4.4080  0.089
H  3.8571  -4.1458  6.0943  0.119
H  1.8046  1.1999  -1.1910  0.083
H  5.1272  0.7104  3.9856  0.105
H  1.5097  5.1376  -5.3333  0.113
H  2.1436  3.0622  2.2149  0.058
H  3.0306  -5.7745  2.5772  0.085
H  4.2815  -0.1958  1.3015  0.081
H  1.9735  -0.2240  4.3548  0.070
H  -1.0056  6.2903  -3.4219  0.081
H  3.4272  -1.7047  1.7593  0.064
H  -6.5625  4.4246  0.7263  0.108
H  1.5579  -4.2466  -0.1696  0.057
H  -0.9592  1.9063  6.2487  0.086
H  10.1202  -1.1425  -1.6317  0.081
H  0.6649  6.4498  -2.9699  0.086
H  -2.1026  -4.8710  -2.6989  0.104
H  -1.1289  -1.9118  -2.8284  0.065
H  2.5297  0.2871  7.3315  0.118
H  0.1251  3.3268  0.6010  0.048
H  -5.4628  2.5482  -1.1462  0.096
H  -1.4516  -3.6528  2.8763  0.113
H  2.1019  -0.4990  -2.9165  0.085
H  -1.3896  0.6444  -3.7328  0.052
H  -6.4896  5.1870  -5.1382  0.087
H  10.1219  -1.9735  1.8874  0.130
H  3.5258  0.4210  -3.6288  0.082
H  -7.1465  -0.0004  -3.5146  0.114
H  -5.1744  5.5744  1.1693  0.124
H  3.0170  -4.2247  2.1009  0.061
H  -0.2041  1.1484  0.1427  0.085
H  -2.6035  -0.4728  -1.2015  0.046
H  -3.7381  -0.1151  0.1535  0.082
H  -3.1252  2.4314  3.2733  0.088
H  -7.1618  -1.0743  -4.9085  0.118
H  3.2255  4.3388  -3.9743  0.121
H  3.2565  -2.2889  -0.9415  0.050
H  7.5355  1.0663  3.4693  0.113
H  -5.1982  -3.1575  -2.8209  0.112
H  -8.4186  -1.1099  -1.1320  0.072
H  3.9503  -1.5487  4.5111  0.049
H  -0.2408  1.0097  4.8437  0.059
H  -5.0451  2.5577  1.0135  0.107
H  3.2325  0.4991  5.0423  0.096
H  -6.8726  3.5673  -1.2619  0.118
H  3.6967  -1.2585  -3.0785  0.081
H  -1.0064  0.1401  6.2117  0.080
H  -3.0915  1.6137  1.7370  0.068
H  -6.0415  3.2519  -3.6077  0.117
H  -5.5193  6.5943  -4.7385  0.088
H  -9.3476  -2.0855  -3.7476  0.124
H  -1.9989  -5.3456  -0.9981  0.066
H  -2.6069  4.3777  -1.3201  0.090
H  -1.4396  -3.3756  -3.6534  0.119
H  -9.3770  -0.6352  -4.6795  0.119
H  -5.0473  5.3544  -1.2163  0.094
H  -2.2049  3.1658  -2.5305  0.101
H  -10.0112  -1.6915  -1.4749  0.091
H  -5.3377  3.5579  2.5837  0.124
H  9.7878  0.4011  1.7868  0.128
H  0.2653  -2.0229  0.6764  0.053
H  -3.5074  -1.1541  -3.2192  0.087
H  -4.6785  5.0680  -5.1160  0.087
H  1.4693  2.4641  -2.5908  0.052
H  6.3024  -0.4426  4.4678  0.123
H  1.1560  -0.8151  6.9284  0.101
H  -4.8024  -0.1407  -3.3666  0.105
H  9.3782  -2.0846  0.2027  0.117
H  -0.3021  -0.6548  -0.1241  0.088
H  4.2768  2.5484  -2.1757  0.116
H  1.7839  -2.8349  6.1298  0.101
H  2.4060  -4.8864  5.6567  0.105
H  3.0306  3.5106  -1.2715  0.107
H  -1.0249  -3.6291  1.1917  0.052
H  1.7538  -4.8191  3.3269  0.077
H  0.0642  6.7444  -4.7340  0.090
H  4.1161  -5.9034  -1.3640  0.112
H  0.4980  -2.0729  2.4351  0.104
H  1.0312  2.0399  2.0535  -0.021
H  3.2217  -0.1498  2.5982  0.068
H  7.4050  -1.3127  1.7721  0.104
H  -7.0957  -2.0458  -2.1559  0.081
H  -3.6303  0.9031  -1.3217  0.070
H  2.3790  -2.0329  0.2677  0.004
H  -9.8258  -0.0314  -0.7673  0.095
H  2.1685  4.8308  -2.8064  0.106
H  -1.9368  -5.3543  3.8371  0.105
H  10.4192  0.5054  -1.1547  0.076
H  -2.6162  -6.7369  2.9139  0.119
H  -1.1754  4.5041  0.3114  0.121
H  -1.7075  2.6491  2.1538  0.069
H  8.6361  0.2244  0.4719  0.108
H  3.2827  -4.3688  -0.9880  0.063
H  3.2690  1.4230  -0.1146  0.107
H  -5.1942  -2.4999  -4.4356  0.114
H  -0.5477  0.7378  -2.4751  -0.005
H  1.0897  3.4501  -5.2513  0.125
H  6.7968  1.1271  1.8802  0.103
H  -4.4083  3.5625  -3.1791  0.102